The following is a quantum chemistry calculation of a cluster of 24 separate species, C24H96N48O24 in total at a distorted geometry, from the OMol25 dataset.

Output
HOMO energy, eV: -9.5
Frontier orbital gap, eV: 9.55
Maximum force, eV Å⁻¹: 5.9
Energy relative to the best compared isomer or geometry (same formula, charge and spin), kcal per mole: 114.6

Geometry as ORCA input:
```
! RIJCOSX wB97M-V def2-TZVPD def2/J DEFGRID3
* xyz 0 1
C -8.46 -0.09 -2.69
O -8.08 -0.14 -3.82
N -9.80 -0.54 -2.41
N -7.63 0.26 -1.62
H -10.39 -0.66 -3.23
H -10.05 -1.10 -1.61
H -6.69 -0.12 -1.73
H -8.00 0.25 -0.66
C 0.73 2.75 -5.79
O 0.94 1.69 -6.35
N 0.38 2.83 -4.40
N 0.72 3.97 -6.44
H 0.56 3.76 -4.01
H 0.78 2.15 -3.74
H 1.22 4.67 -5.92
H 1.04 3.96 -7.40
C 4.12 -1.91 -1.01
O 5.34 -2.03 -0.85
N 3.18 -2.35 -0.11
N 3.46 -1.32 -2.10
H 2.22 -2.14 -0.34
H 3.46 -2.86 0.73
H 2.51 -1.66 -2.07
H 3.81 -1.45 -3.06
C -1.69 3.38 0.14
O -2.63 3.08 0.95
N -1.91 3.75 -1.24
N -0.29 3.25 0.41
H -2.77 3.85 -1.76
H -1.12 4.15 -1.71
H -0.04 3.34 1.40
H 0.34 3.14 -0.34
C 4.58 -6.68 0.23
O 3.74 -6.98 -0.64
N 5.51 -5.68 0.18
N 4.80 -7.46 1.39
H 5.81 -5.43 1.12
H 5.46 -4.81 -0.38
H 5.40 -6.99 2.05
H 3.96 -7.80 1.82
C -5.54 3.60 -2.18
O -4.59 4.40 -2.41
N -6.40 3.16 -3.14
N -5.63 2.88 -0.91
H -6.44 3.81 -3.89
H -7.27 2.69 -2.91
H -4.78 2.90 -0.31
H -6.18 2.04 -1.03
C 3.25 0.87 2.43
O 3.70 -0.04 1.70
N 4.08 1.66 3.28
N 1.95 1.16 2.52
H 3.79 2.59 3.47
H 4.93 1.63 2.77
H 1.32 0.81 1.79
H 1.70 2.06 2.91
C 2.84 2.82 -1.41
O 1.98 1.98 -1.74
N 2.66 4.21 -1.69
N 3.82 2.54 -0.42
H 2.74 4.80 -0.93
H 1.81 4.35 -2.21
H 4.60 3.16 -0.27
H 3.96 1.55 -0.19
C -0.22 6.73 -2.47
O -0.10 5.52 -2.70
N -1.51 7.39 -2.37
N 0.82 7.56 -2.37
H -1.53 8.04 -1.58
H -2.32 6.81 -2.41
H 1.75 7.51 -2.76
H 0.75 8.56 -2.12
C -0.54 3.50 4.17
O 0.50 3.51 3.48
N -1.79 3.13 3.76
N -0.65 3.98 5.46
H -2.60 3.40 4.27
H -1.92 2.88 2.75
H -1.26 3.41 6.04
H 0.22 4.17 5.92
C 0.03 -3.93 -2.25
O -0.72 -3.11 -2.84
N 0.94 -4.77 -2.94
N 0.02 -4.18 -0.85
H 1.79 -4.82 -2.35
H 1.06 -4.41 -3.87
H -0.66 -3.65 -0.30
H 0.91 -4.48 -0.48
C -2.87 1.40 -3.85
O -1.80 0.81 -3.50
N -2.82 2.31 -4.76
N -4.10 1.18 -3.44
H -3.60 2.71 -5.18
H -2.01 2.21 -5.32
H -4.27 0.43 -2.73
H -5.06 1.52 -3.62
C 5.35 5.16 2.60
O 4.32 4.60 2.24
N 5.54 6.59 2.66
N 6.39 4.51 3.19
H 4.72 7.10 2.36
H 6.06 6.98 3.43
H 6.53 3.52 2.96
H 7.22 5.09 3.36
C 0.82 -3.72 2.05
O 1.55 -4.45 1.36
N 1.35 -2.40 2.35
N -0.25 -4.21 2.71
H 1.91 -1.98 1.64
H 0.62 -1.81 2.71
H -0.56 -5.19 2.81
H -0.66 -3.45 3.29
C -4.13 -1.98 -1.81
O -4.98 -1.13 -1.53
N -3.31 -1.95 -2.84
N -3.94 -3.12 -1.04
H -2.43 -2.44 -2.75
H -3.37 -1.22 -3.50
H -4.37 -3.01 -0.10
H -3.38 -3.87 -1.35
C -4.70 -5.31 1.69
O -5.38 -4.36 1.28
N -3.56 -5.07 2.49
N -4.88 -6.65 1.46
H -2.72 -5.57 2.24
H -3.27 -4.07 2.41
H -4.06 -7.19 1.70
H -5.59 -6.98 0.83
C -2.45 -1.27 3.86
O -2.07 -2.39 3.35
N -3.47 -1.23 4.90
N -1.83 -0.07 3.62
H -4.10 -0.46 4.75
H -3.81 -2.19 4.99
H -1.95 0.72 4.19
H -1.12 -0.01 2.87
C 7.73 1.06 1.81
O 7.11 2.09 1.76
N 7.36 -0.05 1.11
N 8.85 0.95 2.71
H 6.39 -0.18 0.86
H 7.83 -0.91 1.29
H 9.67 0.41 2.37
H 9.09 1.92 2.87
C -0.50 -0.23 0.07
O -0.15 -0.01 1.24
N 0.27 -0.19 -1.04
N -1.72 -0.80 -0.21
H -0.19 -0.61 -1.83
H 1.02 0.45 -1.20
H -2.33 -1.03 0.57
H -2.16 -0.56 -1.08
C -5.36 -0.30 2.34
O -5.39 0.11 3.46
N -4.63 0.31 1.32
N -6.17 -1.42 1.94
H -4.06 1.10 1.46
H -4.60 -0.25 0.48
H -6.23 -2.17 2.63
H -5.82 -1.81 1.06
C 0.08 -7.71 1.40
O -0.84 -6.95 1.91
N 1.34 -7.40 1.29
N -0.17 -9.07 0.95
H 1.53 -6.42 1.48
H 1.85 -7.80 0.50
H 0.55 -9.70 0.62
H -1.04 -9.48 1.15
C 4.99 -3.89 3.00
O 5.87 -4.75 2.92
N 4.71 -2.89 2.09
N 4.03 -3.80 4.05
H 5.22 -2.92 1.21
H 4.42 -1.93 2.31
H 3.37 -3.04 4.08
H 4.10 -4.50 4.74
C 0.51 7.08 2.56
O 0.22 8.14 3.04
N 1.66 6.36 2.93
N -0.28 6.51 1.56
H 2.28 6.87 3.51
H 1.92 5.42 2.59
H -1.20 6.91 1.44
H -0.13 5.66 1.03
C 1.22 -2.41 -5.96
O 1.29 -3.57 -5.65
N 0.37 -1.54 -5.37
N 2.16 -1.79 -6.85
H 0.45 -0.58 -5.65
H -0.34 -1.82 -4.66
H 2.78 -2.44 -7.34
H 1.76 -0.95 -7.31
*
```

Results of the Mulliken charge analysis, in e, for atoms 1 through 8: C 0.513; O -0.544; N -0.454; N -0.188; H 0.238; H 0.206; H 0.084; H 0.203